w.
Formula: H6NaO7S
Source: the Open Molecules 2025 dataset
Level of theory: ωB97M-V with the def2-TZVPD basis set

Atoms and positions in Å:
Na -9.739 -13.701 4.099
S -6.546 -11.280 7.462
O -7.157 -12.608 7.631
O -5.216 -11.497 6.933
O -7.392 -10.612 6.501
O -6.364 -10.522 8.674
O -13.783 -13.656 2.335
H -13.832 -14.268 1.601
H -14.690 -13.557 2.625
O -5.391 -14.219 2.864
H -4.970 -13.799 2.114
H -5.161 -13.664 3.609
O -10.125 -18.020 2.656
H -10.764 -17.925 1.950
H -9.538 -18.714 2.357

LUMO energy ... 0.4 eV
Net charge ... -1
Molar mass ... 173.098 u
Orbital gap ... 2.456 eV

Atom-resolved charges from natural (NBO), all expressed in e: 0.77 2.61 -1.08 -1.10 -1.10 -1.09 -0.94 0.47 0.47 -0.96 0.46 0.50 -0.94 0.46 0.47



x.
Formula: H6NaO7S
Source: the Open Molecules 2025 dataset
Level of theory: ωB97M-V with the def2-TZVPD basis set

Atoms and positions in Å:
Na -0.126 -0.872 0.468
S 1.226 1.430 0.729
O -0.066 2.067 0.980
O 0.974 0.099 0.307
O 1.918 2.083 -0.403
O 2.046 1.424 1.977
O 0.789 -1.864 -0.811
H 0.438 -2.549 -0.241
H 0.481 -2.100 -1.686
O -1.044 -0.804 -1.045
H -0.886 -1.237 -1.884
H -1.893 -0.376 -1.152
O -1.230 0.640 1.207
H -2.053 0.871 0.776
H -0.573 1.189 0.779

LUMO energy ... 1.7 eV
Net charge ... -1
Molar mass ... 173.098 u
Orbital gap ... 4.984 eV

Atom-resolved charges from Löwdin, all expressed in e: 0.23 0.32 -0.22 -0.39 -0.40 -0.40 -0.03 0.08 0.07 -0.05 0.08 0.09 -0.11 0.04 -0.31



Relative energy table, unit kJ/mol: w 0.0; x 613.5



w.
Formula: C8H9NO2S
Source: the Open Molecules 2025 dataset
Level of theory: ωB97M-V with the def2-TZVPD basis set

Atoms and positions in Å:
C -3.083 -1.156 1.117
C -1.110 -0.558 -0.742
C -0.244 0.299 -0.132
C 1.314 0.063 -0.142
C 2.121 1.156 -0.013
C 3.480 0.954 0.143
C 4.028 -0.346 -0.007
C 1.920 -1.194 -0.010
H -3.075 -2.302 1.141
H -4.094 -0.875 1.329
H -2.294 -0.837 1.859
H -0.750 -1.287 -1.419
H -1.619 1.564 0.508
H 1.649 2.154 0.026
H 4.194 1.739 0.413
H 5.138 -0.483 -0.003
H 1.377 -2.088 0.067
N 3.269 -1.355 0.018
O -3.030 1.169 -0.149
O -0.587 1.434 0.538
S -2.815 -0.264 -0.527

LUMO energy ... 0.4 eV
Net charge ... 0
Molar mass ... 183.232 u
Orbital gap ... 9.278 eV

Atom-resolved charges from natural (NBO), all expressed in e: -0.81 -0.66 0.42 -0.13 -0.17 -0.24 0.06 0.04 0.24 0.23 0.24 0.25 0.52 0.24 0.22 0.19 0.20 -0.42 -0.98 -0.70 1.25



x.
Formula: C8H9NO2S
Source: the Open Molecules 2025 dataset
Level of theory: ωB97M-V with the def2-TZVPD basis set

Atoms and positions in Å:
C -1.850 1.142 2.799
C -1.542 0.024 0.326
C -0.277 -0.369 0.404
C 0.662 -0.404 -0.723
C 0.681 0.649 -1.685
C 1.580 0.563 -2.744
C 2.467 -1.377 -1.961
C 1.649 -1.392 -0.827
H -1.951 2.147 2.310
H -0.805 0.862 3.006
H -2.382 1.149 3.754
H -2.035 0.377 -0.609
H 1.192 -0.900 1.532
H -0.035 1.456 -1.602
H 1.592 1.311 -3.521
H 3.243 -2.152 -2.091
H 1.717 -2.226 -0.131
N 2.451 -0.437 -2.898
O -3.958 0.538 1.333
O 0.239 -0.858 1.592
S -2.637 -0.102 1.738

LUMO energy ... -0.1 eV
Net charge ... 0
Molar mass ... 183.232 u
Orbital gap ... 8.643 eV

Atom-resolved charges from natural (NBO), all expressed in e: -0.82 -0.51 0.30 -0.06 -0.24 0.04 0.05 -0.27 0.24 0.24 0.24 0.26 0.49 0.23 0.20 0.20 0.23 -0.41 -0.97 -0.68 1.24



Relative energy table, unit kJ/mol: w 32.7; x 0.0